The following is a DFT calculation (ωB97M-V with the def2-TZVPD basis set) of a 11-piece molecular cluster, C33H75B5F20N9O3 overall at a distorted geometry.

Calculated values
electronic energy	-112743.4930	eV
⟨S²⟩	0.756
frontier orbital gap (spin up / spin down)	1.55 / 5.70	eV
LUMO energy (spin up / spin down)	-1.035 / -1.044	eV
multiplicity	2

```
145
C33H75B5F20N9O3 | the Open Molecules 2025 dataset | ωB97M-V with the def2-TZVPD basis set
C 0.912 -6.983 -3.372
C 0.861 -6.301 -4.778
N 0.361 -4.940 -4.811
C 1.124 -3.828 -5.233
C 0.288 -2.690 -5.044
N -0.990 -3.143 -4.637
C -0.944 -4.515 -4.500
C -2.057 -2.290 -4.271
H 1.097 -8.057 -3.360
H -0.088 -6.793 -2.984
H 1.702 -6.488 -2.807
H 0.243 -6.857 -5.483
H 1.803 -6.354 -5.324
H 2.163 -3.985 -5.484
H 0.463 -1.636 -5.201
H -1.686 -5.191 -4.102
H -1.969 -1.278 -4.668
H -1.885 -2.157 -3.203
H -3.033 -2.706 -4.520
C -3.798 0.531 5.909
C -3.114 1.010 4.581
N -3.286 0.092 3.434
C -2.929 -1.234 3.356
C -3.504 -1.760 2.164
N -4.191 -0.716 1.544
C -4.071 0.415 2.336
C -5.031 -0.829 0.329
H -3.583 1.265 6.685
H -3.461 -0.412 6.341
H -4.884 0.506 5.815
H -2.062 1.192 4.800
H -3.565 1.994 4.455
H -2.294 -1.701 4.094
H -3.466 -2.741 1.715
H -4.488 1.405 2.222
H -5.361 0.158 0.007
H -5.850 -1.514 0.548
H -4.473 -1.341 -0.455
C 0.933 6.147 0.707
C -0.025 6.723 1.820
N 0.316 6.231 3.146
C 0.591 4.918 3.461
C 0.899 4.796 4.796
N 0.919 6.121 5.302
C 0.483 6.983 4.296
C 1.411 6.424 6.607
H 0.598 6.414 -0.295
H 0.775 5.069 0.746
H 1.987 6.420 0.762
H -1.071 6.442 1.694
H -0.079 7.807 1.718
H 0.597 4.207 2.648
H 1.106 3.911 5.380
H 0.521 8.062 4.255
H 0.563 6.888 7.111
H 2.232 7.124 6.449
H 1.740 5.568 7.196
C 0.406 6.244 -3.182
N 0.972 5.887 -4.560
C -0.333 5.664 -5.380
C 1.662 7.052 -5.303
C 2.008 4.781 -4.646
C 1.955 3.683 -3.561
O 0.689 3.047 -3.573
H -0.353 7.012 -3.330
H 1.225 6.522 -2.519
H -0.086 5.367 -2.761
H -0.883 4.845 -4.917
H -0.118 5.609 -6.447
H -0.991 6.516 -5.207
H 1.801 6.742 -6.338
H 2.638 7.328 -4.904
H 0.900 7.815 -5.147
H 3.011 5.178 -4.496
H 2.056 4.453 -5.685
H 2.230 4.103 -2.594
H 2.749 2.966 -3.770
H 0.472 2.753 -4.461
C 1.058 1.970 -0.328
N 0.820 0.435 -0.665
C 0.517 0.283 -2.161
C 2.068 -0.419 -0.259
C -0.315 -0.090 0.229
C -0.837 -1.471 -0.091
O -1.981 -1.414 -0.954
H 0.359 2.570 -0.910
H 2.104 2.206 -0.521
H 0.828 2.175 0.717
H 1.409 0.517 -2.743
H -0.378 0.847 -2.424
H 0.468 -0.790 -2.344
H 2.284 -0.156 0.776
H 3.005 -0.222 -0.780
H 1.978 -1.496 -0.407
H -1.085 0.675 0.131
H 0.036 0.076 1.248
H -1.266 -2.009 0.754
H -0.200 -2.198 -0.594
H -2.201 -2.209 -1.447
C 0.995 -5.532 3.622
N -0.139 -6.096 2.832
C -0.196 -7.635 2.841
C -1.485 -5.604 3.503
C -0.156 -5.610 1.404
C 1.292 -5.631 0.681
O 1.863 -6.900 0.766
H 0.768 -5.676 4.678
H 0.778 -4.478 3.450
H 1.963 -5.790 3.192
H 0.720 -8.055 2.426
H -1.050 -7.951 2.241
H -0.299 -8.088 3.827
H -1.509 -5.980 4.525
H -2.242 -6.095 2.892
H -1.639 -4.525 3.523
H -0.477 -4.571 1.480
H -0.930 -6.020 0.754
H 1.911 -4.776 0.953
H 1.086 -5.506 -0.382
H 1.426 -7.431 0.096
B 3.467 -2.590 3.290
F 4.461 -1.681 3.492
F 3.819 -3.630 2.497
F 3.215 -3.099 4.504
F 2.385 -1.861 2.821
B -2.591 -4.496 -1.256
F -3.192 -3.607 -2.087
F -3.014 -4.248 0.085
F -2.953 -5.804 -1.572
F -1.185 -4.505 -1.312
B 3.877 -0.344 -4.277
F 4.646 -0.076 -5.338
F 4.247 -1.588 -3.882
F 4.046 0.579 -3.188
F 2.542 -0.435 -4.621
B -2.319 3.136 1.230
F -3.312 3.605 2.044
F -1.741 4.132 0.574
F -1.408 2.408 2.026
F -2.873 2.194 0.339
B 3.044 2.105 3.382
F 3.094 2.596 2.126
F 1.829 1.437 3.540
F 4.110 1.304 3.752
F 2.991 3.186 4.187
```


The following is a DFT calculation (ωB97M-V with the def2-TZVPD basis set) of a 10-piece molecular cluster, C33H75N10O14S2 overall at a distorted geometry.

Calculated values
energy relative to the best compared isomer or geometry (same formula, charge and spin)	755.5	kJ/mol
electronic energy	-100666.3317	eV
total charge	-1
frontier orbital gap	6.35	eV
LUMO energy	1.304	eV
multiplicity	1

```
134
C33H75N10O14S2 | the Open Molecules 2025 dataset | ωB97M-V with the def2-TZVPD basis set
C 4.079 1.178 -0.202
C 3.235 1.736 0.902
C 1.666 1.202 1.096
S 1.495 0.045 2.606
O 0.129 0.416 3.274
O 1.341 -1.381 2.025
N 2.862 0.269 3.670
S 3.232 -1.168 4.592
O 2.041 -1.681 5.472
O 3.660 -2.396 3.707
C 4.665 -0.899 5.826
O 4.071 -0.830 7.167
C 4.302 0.460 7.829
C 2.907 1.372 7.949
H 5.205 0.894 -0.029
H 3.572 1.028 -1.246
H 3.682 2.538 1.660
H 1.422 0.609 0.094
H 0.907 2.089 1.183
H 5.357 -0.004 5.533
H 5.339 -1.874 5.761
H 5.192 1.090 7.409
H 4.589 0.206 8.959
H 2.027 0.639 7.640
H 2.941 2.294 7.215
H 2.718 1.687 9.079
C -4.667 1.324 5.552
O -4.266 2.369 6.048
N -3.891 0.217 5.283
C -4.442 -0.984 4.693
C -2.478 0.256 5.600
H -5.725 1.188 5.272
H -4.280 -1.821 5.378
H -3.931 -1.180 3.746
H -5.514 -0.876 4.506
H -2.359 0.439 6.672
H -2.011 1.077 5.048
H -1.996 -0.689 5.332
C 1.791 3.664 -2.052
O 2.608 2.792 -2.319
N 0.536 3.781 -2.610
C -0.375 4.844 -2.241
C 0.113 2.809 -3.598
H 2.010 4.453 -1.314
H -1.289 4.401 -1.834
H -0.616 5.429 -3.133
H 0.071 5.501 -1.490
H 0.138 1.812 -3.150
H 0.808 2.834 -4.442
H -0.900 3.030 -3.948
C -3.280 2.121 -3.577
O -2.809 2.750 -4.515
N -3.607 0.781 -3.595
C -4.162 0.109 -2.440
C -3.388 0.022 -4.809
H -3.487 2.602 -2.606
H -3.492 -0.707 -2.150
H -5.142 -0.297 -2.704
H -4.273 0.798 -1.598
H -2.326 0.064 -5.069
H -3.968 0.471 -5.620
H -3.692 -1.020 -4.672
C 7.319 -0.721 3.436
O 7.721 0.323 3.933
N 8.096 -1.829 3.167
C 7.544 -3.030 2.577
C 9.509 -1.790 3.485
H 6.262 -0.858 3.157
H 7.707 -3.867 3.263
H 8.056 -3.226 1.630
H 6.473 -2.921 2.391
H 9.628 -1.607 4.557
H 9.975 -0.969 2.933
H 9.990 -2.734 3.217
C 0.595 4.838 -8.919
O 1.717 5.310 -9.053
N -0.201 4.974 -7.801
C -1.520 4.383 -7.721
C 0.297 5.730 -6.671
H 0.120 4.246 -9.718
H -2.255 5.179 -7.563
H -1.546 3.687 -6.878
H -1.768 3.844 -8.639
H 0.516 6.752 -6.995
H 1.222 5.268 -6.313
H -0.441 5.750 -5.864
C -6.684 -1.074 -5.606
O -5.600 -1.414 -5.149
N -7.118 -1.308 -6.894
C -8.418 -0.872 -7.359
C -6.247 -2.013 -7.811
H -7.423 -0.531 -4.994
H -8.990 -1.747 -7.681
H -8.281 -0.191 -8.203
H -8.967 -0.356 -6.567
H -6.019 -3.001 -7.399
H -5.314 -1.452 -7.919
H -6.724 -2.124 -8.789
C -2.746 4.304 10.178
O -1.928 3.432 9.911
N -4.001 4.421 9.619
C -4.911 5.484 9.989
C -4.424 3.449 8.632
H -2.527 5.093 10.915
H -5.825 5.041 10.396
H -5.152 6.069 9.097
H -4.466 6.141 10.740
H -4.398 2.451 9.080
H -3.729 3.474 7.787
H -5.436 3.670 8.282
C -9.015 -4.622 -9.591
O -8.777 -3.424 -9.518
N -8.701 -5.560 -8.629
C -9.018 -6.963 -8.791
C -8.032 -5.129 -7.420
H -9.521 -5.057 -10.468
H -9.676 -7.273 -7.974
H -8.090 -7.542 -8.755
H -9.519 -7.147 -9.745
H -8.658 -4.391 -6.909
H -7.081 -4.658 -7.687
H -7.849 -5.978 -6.756
C 11.036 -5.430 3.416
O 10.011 -4.847 3.087
N 12.060 -5.788 2.565
C 13.243 -6.478 3.033
C 11.950 -5.463 1.158
H 11.221 -5.724 4.462
H 14.122 -5.865 2.812
H 13.323 -7.436 2.511
H 13.194 -6.659 4.110
H 11.850 -4.379 1.049
H 11.055 -5.943 0.750
H 12.833 -5.807 0.612
```


The following is a DFT calculation (ωB97M-V with the def2-TZVPD basis set) of a 6-piece molecular cluster, C33H76N6O6 overall at a distorted geometry.

Calculated values
electronic energy	-56674.2239	eV
frontier orbital gap	9.64	eV
LUMO energy	0.662	eV
SMILES	C#CCCC[C@@]1([C@@H](C)CC)CCNC1=O.COC[C@@H](C)N.COC[C@@H](C)N.COC[C@@H](C)N.COC[C@@H](C)N.COC[C@@H](C)N
multiplicity	1

```
121
C33H76N6O6 | the Open Molecules 2025 dataset | ωB97M-V with the def2-TZVPD basis set
C -2.618 2.925 -2.999
C -2.230 3.838 -2.325
C -1.733 4.838 -1.359
C -0.343 4.384 -0.823
C -0.162 4.523 0.702
C -0.564 3.330 1.593
C 0.384 2.068 1.608
C 1.382 2.025 0.441
C 1.080 1.867 2.980
C 1.891 0.563 3.027
C -0.780 3.964 3.010
C -1.936 3.158 3.675
N -2.295 2.136 2.681
C -1.957 2.705 1.425
O -2.665 2.608 0.458
H -2.746 1.982 -3.489
H -2.471 4.950 -0.567
H -1.608 5.758 -1.933
H 0.401 5.043 -1.287
H -0.139 3.390 -1.207
H 0.890 4.722 0.930
H -0.692 5.427 1.007
H -0.254 1.187 1.495
H 1.848 2.985 0.212
H 2.173 1.289 0.574
H 0.839 1.728 -0.460
H 0.289 1.755 3.725
H 1.705 2.742 3.170
H 2.240 0.339 4.035
H 2.794 0.706 2.425
H 1.332 -0.259 2.579
H -1.201 4.972 2.999
H 0.123 4.106 3.613
H -2.786 3.855 3.646
H -1.803 2.858 4.713
H -3.294 1.973 2.664
C -4.454 -0.396 -8.481
C -5.273 0.276 -7.382
C -4.443 1.163 -6.443
O -3.657 0.462 -5.499
C -2.438 -0.057 -6.008
N -6.017 -0.754 -6.649
H -3.897 -1.257 -8.114
H -5.115 -0.757 -9.270
H -3.748 0.305 -8.931
H -6.000 0.929 -7.873
H -5.137 1.765 -5.849
H -3.819 1.868 -7.009
H -1.996 0.599 -6.764
H -2.584 -1.058 -6.421
H -1.740 -0.145 -5.175
H -6.651 -0.303 -5.996
H -5.354 -1.242 -6.052
C -1.078 -3.423 3.958
C 0.418 -3.255 3.709
C 1.124 -4.543 3.260
O 1.350 -5.490 4.285
C 0.231 -6.290 4.626
N 1.035 -2.682 4.911
H -1.286 -3.904 4.913
H -1.563 -2.447 3.980
H -1.546 -4.011 3.165
H 0.532 -2.531 2.897
H 2.119 -4.270 2.895
H 0.596 -5.011 2.418
H -0.387 -6.518 3.752
H -0.373 -5.804 5.395
H 0.606 -7.226 5.042
H 2.006 -2.461 4.707
H 1.093 -3.423 5.605
C 3.194 5.528 3.162
C 2.343 6.309 4.160
C 3.119 7.393 4.923
O 3.968 6.909 5.944
C 5.217 6.407 5.505
N 1.691 5.359 5.068
H 3.819 4.779 3.648
H 2.550 4.996 2.459
H 3.838 6.194 2.585
H 1.561 6.820 3.589
H 2.391 8.032 5.431
H 3.679 8.040 4.234
H 5.601 6.970 4.649
H 5.148 5.347 5.251
H 5.921 6.506 6.331
H 1.036 5.865 5.659
H 2.397 5.023 5.718
C -0.708 -10.721 4.483
C 0.783 -10.519 4.230
C 1.510 -11.784 3.746
O 1.758 -12.749 4.750
C 0.657 -13.577 5.077
N 1.397 -9.964 5.441
H -0.902 -11.228 5.427
H -1.212 -9.756 4.531
H -1.170 -11.299 3.680
H 0.879 -9.775 3.434
H 2.497 -11.485 3.383
H 0.986 -12.242 2.897
H 0.041 -13.797 4.200
H 0.043 -13.125 5.858
H 1.054 -14.514 5.467
H 2.363 -9.719 5.238
H 1.473 -10.716 6.120
C 0.644 3.396 -7.250
C 1.026 2.368 -8.312
C 1.724 2.970 -9.541
O 0.869 3.655 -10.436
C 0.528 4.974 -10.054
N -0.171 1.605 -8.682
H -0.250 3.956 -7.519
H 0.433 2.895 -6.305
H 1.457 4.105 -7.078
H 1.737 1.674 -7.852
H 2.151 2.148 -10.122
H 2.562 3.615 -9.244
H 1.356 5.476 -9.545
H -0.360 4.983 -9.418
H 0.291 5.529 -10.962
H 0.098 0.844 -9.300
H -0.747 2.204 -9.269
```